70
Properties=species:S:1:pos:R:3:forces:R:3 method="wB97M-V/def2-TZVPD" e_homo_ha=-0.38813 gap_ha=0.37166 smiles="C[N+](=O)[O-].C[N+](=O)[O-].C[N+](=O)[O-].C[N+](=O)[O-].C[N+](=O)[O-].C[N+](=O)[O-].C[N+](=O)[O-].C[N+](=O)[O-].C[N+](=O)[O-].C[N+](=O)[O-]" e_lumo_ev=-0.4 energy_ha=-2450.3205 total_charge=0
O -4.10413 -3.52315 0.29485 0.30 -0.09 -0.64
H 0.01078 6.84442 -5.63631 0.00 -0.15 -0.53
N -3.10884 -0.38913 6.94416 -1.71 -1.96 -0.65
O 2.47837 -0.87554 6.63297 1.20 -0.32 -0.73
C -0.84992 6.19283 -5.78714 -0.40 0.25 1.44
O 0.93320 6.45737 5.08255 1.09 -1.70 -2.46
H 3.96728 3.06275 -6.50302 0.13 -0.26 0.38
H 3.87853 -2.65665 7.59650 0.31 0.11 0.05
H 6.49302 -4.02973 -0.80601 0.03 0.34 0.07
H 6.56025 -3.08130 0.75348 0.01 0.13 -0.51
N -0.10354 -3.19618 -6.26458 -0.77 -2.61 2.10
H 0.03618 4.27284 5.54686 0.14 0.51 -0.13
O -2.34331 0.51332 7.00556 0.67 1.70 0.61
N -6.40189 0.84504 3.10477 0.11 1.16 -0.11
H 2.89110 1.65510 -6.25233 0.12 -0.11 -0.03
O 0.40948 1.98838 -1.60901 0.11 0.89 -1.58
N 3.44999 -1.37621 6.06559 -1.70 0.17 -1.88
O -6.78271 1.78849 3.85092 1.26 -2.44 -1.92
C 0.73031 4.18597 4.71096 -0.93 -0.69 0.50
C -2.65292 -1.58396 6.16909 0.61 0.06 -0.33
H -8.21039 -0.06638 3.44333 0.08 -0.04 0.12
H -4.83759 -5.83462 -1.01100 0.56 0.46 0.74
O 0.09452 -2.35408 -7.06692 -0.40 1.42 -1.65
O -0.30517 5.50139 -7.94156 0.14 0.64 2.22
H 4.96831 -1.21092 7.48503 -0.29 -0.05 0.13
C 3.91186 1.97494 -6.46174 -0.88 0.30 1.22
H -8.07722 0.18070 1.77635 0.89 0.53 -0.29
C -7.47729 -0.11216 2.63799 -1.29 -0.21 1.42
H 5.89157 -4.69170 0.70959 -0.51 0.06 -0.22
H 1.09107 -4.48363 -4.97663 -0.55 0.17 -0.08
O -2.30788 6.14354 -7.68419 1.94 0.31 2.91
H 0.40466 -0.15623 -0.49851 -0.67 -0.04 -0.02
N 0.01634 1.92820 -0.48882 0.62 -2.90 2.72
O -5.25482 0.64333 2.69028 -1.76 0.55 0.98
N -1.16131 5.96157 -7.16920 -1.73 -0.96 -6.06
O -1.14237 -3.86048 -6.08449 1.44 1.16 -0.49
C -4.75575 -4.84047 -1.45038 -0.15 -0.72 -2.45
O -0.50088 2.74763 0.21263 -0.69 1.70 -0.29
O 1.88915 5.55700 3.26645 -0.53 0.63 0.89
C 4.44895 -1.99933 6.94026 0.70 -0.19 -0.08
O 4.77359 2.35332 -8.51250 -0.32 0.62 0.19
H 1.53533 3.54706 5.07406 0.25 0.23 -0.52
N 1.22921 5.51769 4.28789 -0.49 0.97 1.89
N 4.29852 1.52906 -7.75887 1.79 -2.73 -3.48
O 4.29354 0.31685 -8.09227 -0.75 1.89 1.62
H 1.31812 0.65577 0.62322 -0.23 0.57 0.55
O -4.23239 -0.48421 7.44478 1.19 0.53 -0.25
O 3.69494 -3.81123 -0.09570 -0.24 -0.27 -0.22
H -0.63392 5.21027 -5.36761 -0.04 0.12 0.10
H -2.20350 -2.22993 6.92331 -0.62 -0.46 -0.16
C 1.04692 -3.45832 -5.34392 0.61 -0.15 0.22
H -4.42806 -4.99932 -2.47774 0.36 -0.02 0.08
H 0.95853 -2.74654 -4.52316 -0.09 -0.13 -0.02
H -1.82602 -1.32519 5.50774 -0.17 0.47 0.12
H 0.17015 3.73145 3.89381 0.46 0.03 -0.17
H 5.17966 -2.52620 6.32662 -0.29 -0.04 0.06
H 4.59632 1.49399 -5.76295 -0.09 0.28 0.10
O -2.80851 -3.49421 -1.43876 -0.86 -0.56 0.01
N 4.70362 -3.15871 -0.17974 0.07 1.58 0.36
C 5.99586 -3.77458 0.12984 0.91 -0.86 0.58
O 4.76125 -1.95700 -0.44363 -0.29 -0.97 -0.08
H -5.77513 -4.48477 -1.60025 0.23 0.71 0.80
H -1.72210 6.64822 -5.31807 0.08 -0.22 -0.05
H 1.96796 -3.25343 -5.88965 -0.25 0.15 -0.06
H -7.18088 -1.15832 2.56183 0.73 0.44 -0.18
O 3.56780 -1.47344 4.82382 0.06 0.31 2.45
H -3.47581 -1.95196 5.55628 0.03 -0.32 0.63
H -0.47434 0.41614 1.00661 0.28 0.25 -0.18
C 0.29162 0.61996 0.25836 0.60 -0.49 -1.21
N -3.79918 -3.87551 -0.84153 -0.43 0.23 1.46